DFT (ωB97M-V/def2-TZVPD) results for a structure of composition C13H7Cl44IInO.

```
! RIJCOSX wB97M-V def2-TZVPD def2/J DEFGRID3
* xyz -1 1
C -0.60546 0.02754 -1.71692
O -0.89494 1.39637 -1.57898
C -2.09280 1.78898 -2.27433
In -3.90608 0.48450 -1.97079
I -4.61077 -0.41633 -4.58020
H -0.91522 -0.51665 -0.82420
H 0.47332 -0.09503 -1.83273
H -1.06268 -0.41641 -2.60002
H -2.35544 2.78380 -1.92442
H -1.85548 1.89024 -3.33591
H -3.48142 -0.99133 -1.07467
H -5.25354 1.32858 -1.20175
C -7.22113 2.83510 -6.64948
Cl -8.26160 1.75857 -5.71915
Cl -6.32388 1.89154 -7.84039
Cl -8.21696 4.04195 -7.48608
Cl -6.09401 3.64798 -5.56832
C -5.60473 -2.79292 -8.55318
Cl -6.46959 -4.11262 -7.75739
Cl -3.86368 -3.05322 -8.38598
Cl -6.03080 -2.76929 -10.27450
Cl -6.02924 -1.26357 -7.80569
C 2.53879 2.93080 0.04284
Cl 1.48375 3.61680 -1.18055
Cl 2.26913 3.76505 1.57588
Cl 2.18791 1.20144 0.22337
Cl 4.23381 3.12467 -0.43705
C -0.67078 -3.67893 -3.62491
Cl -0.15436 -5.33651 -4.00161
Cl 0.62054 -2.86104 -2.73807
Cl -0.97948 -2.81032 -5.12476
Cl -2.12984 -3.70876 -2.64783
C 2.90121 0.71394 5.07955
Cl 2.13982 -0.69420 5.83350
Cl 4.65175 0.57687 5.27404
Cl 2.48523 0.79732 3.37136
Cl 2.33824 2.17830 5.89435
C 4.09025 -4.40277 -1.23379
Cl 3.26453 -5.70298 -0.37005
Cl 5.84062 -4.61319 -1.07996
Cl 3.63288 -4.44481 -2.93338
Cl 3.62641 -2.84672 -0.53739
C 5.03614 5.56236 6.08708
Cl 6.58280 4.76941 6.40955
Cl 3.87424 5.12563 7.34372
Cl 5.26480 7.31330 6.08198
Cl 4.42749 5.04192 4.51829
C 0.53448 -5.19617 -8.36997
Cl 0.33851 -6.73008 -7.51642
Cl 1.68655 -4.18177 -7.49875
Cl 1.14076 -5.50869 -10.00246
Cl -1.02280 -4.37585 -8.46815
C -0.69395 5.73888 3.62196
Cl -1.53325 4.22547 3.29664
Cl -1.45982 6.56935 4.98263
Cl 0.99339 5.39795 4.02295
Cl -0.75466 6.76878 2.19072
C 0.01741 -3.37097 9.10072
Cl 0.53746 -2.40822 7.71594
Cl 1.23167 -3.25264 10.37916
Cl -1.52654 -2.75664 9.69665
Cl -0.16642 -5.05891 8.61602
C 4.34301 0.19484 9.45473
Cl 5.05081 1.72463 8.93376
Cl 2.58237 0.30942 9.40616
Cl 4.87267 -1.10386 8.38556
Cl 4.86160 -0.15778 11.10919
*
```

## Properties
Molecular weight (g mol⁻¹): 1980.85
Strongest force on any atom (eV/Å): 0.555
Gap between HOMO and LUMO (eV): 6.063
Electronic energy (Eh): -21310.95626
LUMO energy (hartree): 0.044

Atomic partial charges in e from the Löwdin method, atoms 1 to 6:
1 C -0.242
2 O -0.347
3 C -0.349
4 In 0.094
5 I -0.055
6 H 0.068